Record 1
A structure of composition C51H49N9O2PTl. Source: the OMol25 dataset; level of theory: ωB97M-V/def2-TZVPD.

Values from the calculation:
Kohn-Sham gap (eV): 7.823
Energy above the lowest of the compared OMol25 structures with the same formula, charge and spin (eV): 0.025
Electronic energy (hartree): -3129.533902

ORCA input file:
```
! RIJCOSX wB97M-V def2-TZVPD def2/J DEFGRID3
* xyz 2 1
Tl -0.656 0.616 0.109
C 0.730 -4.345 -2.172
N 0.186 -2.989 -2.171
C 0.485 -2.004 -1.298
N -0.221 -0.920 -1.584
C -1.006 -1.215 -2.674
C -0.754 -2.509 -3.052
C -1.325 -3.286 -4.162
C -0.506 -3.853 -5.136
C -1.066 -4.558 -6.190
C -2.445 -4.696 -6.278
C -3.264 -4.130 -5.312
C -2.708 -3.427 -4.254
C -1.812 -0.179 -3.362
C -3.104 0.157 -2.967
C -3.774 1.199 -3.599
C -3.169 1.900 -4.633
C -1.891 1.549 -5.052
C -1.218 0.514 -4.419
P 1.708 -2.136 0.047
C 2.404 -0.454 -0.058
N 1.731 0.682 0.087
C 2.634 1.706 0.030
C 3.888 1.181 -0.178
N 3.720 -0.183 -0.229
C 4.798 -1.160 -0.377
C 5.190 1.858 -0.289
C 5.607 2.714 0.728
C 6.818 3.380 0.621
C 7.618 3.194 -0.499
C 7.206 2.343 -1.515
C 5.994 1.678 -1.413
C 2.257 3.104 0.302
C 2.691 4.146 -0.512
C 2.374 5.459 -0.191
C 1.626 5.740 0.945
C 1.189 4.703 1.761
C 1.500 3.389 1.439
C 0.612 -1.869 1.489
N 0.032 -0.728 1.861
C -0.773 -1.019 2.933
C -0.676 -2.355 3.216
N 0.214 -2.868 2.299
C 0.596 -4.273 2.209
C -1.345 -3.155 4.254
C -2.229 -4.168 3.886
C -2.883 -4.903 4.862
C -2.662 -4.626 6.205
C -1.788 -3.612 6.573
C -1.129 -2.876 5.601
C -1.568 0.026 3.596
C -2.947 -0.111 3.739
C -3.691 0.913 4.308
C -3.065 2.077 4.738
C -1.686 2.211 4.614
C -0.939 1.186 4.050
H 0.928 -4.658 -1.150
H -0.007 -5.010 -2.613
H 1.649 -4.395 -2.752
H 0.570 -3.729 -5.084
H -0.427 -4.993 -6.946
H -2.880 -5.246 -7.101
H -4.338 -4.241 -5.378
H -3.343 -2.996 -3.490
H -3.586 -0.379 -2.162
H -4.780 1.452 -3.289
H -3.700 2.705 -5.125
H -1.424 2.072 -5.876
H -0.223 0.235 -4.746
H 5.697 -0.760 0.084
H 4.516 -2.083 0.120
H 4.995 -1.359 -1.429
H 4.983 2.854 1.602
H 7.140 4.041 1.414
H 8.563 3.713 -0.579
H 7.825 2.203 -2.390
H 5.664 1.032 -2.219
H 3.299 3.930 -1.384
H 2.722 6.266 -0.823
H 1.395 6.766 1.200
H 0.628 4.921 2.661
H 1.196 2.579 2.093
H 0.547 -4.714 3.200
H -0.088 -4.808 1.551
H 1.613 -4.351 1.831
H -2.419 -4.361 2.836
H -3.572 -5.687 4.576
H -3.174 -5.200 6.965
H -1.618 -3.396 7.619
H -0.445 -2.085 5.883
H -3.433 -1.014 3.390
H -4.762 0.803 4.415
H -3.648 2.871 5.187
H -1.194 3.104 4.977
H 0.138 1.274 3.966
N -2.173 2.109 1.135
C -2.198 3.568 0.912
C -2.214 3.911 -0.574
C -0.881 3.707 -1.281
N -0.588 2.275 -1.558
H -3.019 1.674 0.765
H -2.176 1.896 2.131
H -1.319 4.002 1.390
H -3.080 3.990 1.400
H -2.474 4.967 -0.671
H -3.009 3.354 -1.083
H -0.073 4.097 -0.665
H -0.872 4.254 -2.225
H 0.345 2.197 -1.959
H -1.224 1.932 -2.280
O -1.960 -2.330 0.334
N -2.916 -1.631 0.123
O -2.680 -0.346 0.143
*
```

Here are the Mulliken charges for atoms 1 to 8, given in e: 2.908, -0.967, 0.571, -0.746, 0.302, -1.211, 1.096, -0.115

=====

Record 2
A structure of composition C51H51BrOP2RuSi. Source: the OMol25 dataset; level of theory: ωB97M-V/def2-TZVPD.

Values from the calculation:
Kohn-Sham gap (alpha / beta) (eV): 6.410 / 5.624
Energy above the lowest of the compared OMol25 structures with the same formula, charge and spin (eV): 0.000
Electronic energy (hartree): -5690.139847

ORCA input file:
```
! RIJCOSX wB97M-V def2-TZVPD def2/J DEFGRID3
* xyz 1 6
Ru 0.693 -0.648 -0.385
C -1.526 2.194 0.919
Si -0.491 0.699 1.400
C 0.692 1.256 2.771
C 0.251 2.039 3.840
C 1.106 2.406 4.869
C 2.430 1.993 4.849
C 2.901 1.231 3.790
C 2.042 0.871 2.752
P 2.652 -0.013 1.282
C 4.460 -0.090 1.505
C 5.189 1.034 1.119
C 6.564 1.072 1.287
C 7.225 -0.024 1.826
C 6.506 -1.150 2.203
C 5.128 -1.185 2.047
C 2.135 -1.759 1.496
C 2.493 -2.654 0.474
C 2.113 -3.988 0.549
C 1.350 -4.432 1.620
C 0.967 -3.546 2.620
C 1.361 -2.219 2.563
C -1.591 -0.665 2.167
C -1.921 -0.680 3.523
C -2.662 -1.715 4.080
C -3.100 -2.764 3.287
C -2.793 -2.777 1.933
C -2.045 -1.741 1.382
P -1.559 -1.735 -0.365
C -2.094 -3.327 -1.066
C -1.227 -4.412 -0.949
C -1.569 -5.647 -1.479
C -2.778 -5.805 -2.143
C -3.641 -4.727 -2.273
C -3.304 -3.490 -1.738
C -2.665 -0.518 -1.141
C -3.909 -0.201 -0.605
C -4.705 0.760 -1.215
C -4.261 1.410 -2.358
C -3.020 1.098 -2.898
C -2.225 0.138 -2.290
H -2.119 2.552 1.765
H -2.211 1.973 0.100
H -0.866 3.005 0.604
H -0.779 2.378 3.869
H 0.740 3.016 5.685
H 3.101 2.271 5.651
H 3.940 0.929 3.770
H 4.673 1.888 0.693
H 7.120 1.952 0.993
H 8.299 0.000 1.952
H 7.018 -2.004 2.628
H 4.577 -2.064 2.357
H 3.123 -2.314 -0.343
H 2.415 -4.677 -0.230
H 1.049 -5.470 1.676
H 0.361 -3.890 3.448
H 1.070 -1.532 3.349
H -1.578 0.120 4.168
H -2.896 -1.701 5.137
H -3.677 -3.572 3.717
H -3.129 -3.597 1.311
H -0.280 -4.282 -0.439
H -0.890 -6.485 -1.379
H -3.044 -6.766 -2.563
H -4.583 -4.846 -2.792
H -3.984 -2.656 -1.849
H -4.250 -0.692 0.299
H -5.669 1.006 -0.790
H -4.880 2.163 -2.826
H -2.672 1.606 -3.788
H -1.254 -0.104 -2.711
C 1.392 1.510 -8.100
C 2.112 0.212 -7.694
C 3.577 0.268 -8.160
C 1.426 -0.965 -8.387
C 2.075 0.097 -6.181
C 1.458 -0.978 -5.527
C 1.436 -1.021 -4.162
Br 0.648 -2.488 -3.288
C 2.013 0.025 -3.349
O 1.922 0.013 -2.098
C 2.703 1.112 -4.035
C 2.692 1.107 -5.401
C 3.391 2.202 -3.221
C 4.045 3.245 -4.131
C 4.497 1.571 -2.358
C 2.373 2.931 -2.325
H 1.430 1.621 -9.184
H 1.854 2.393 -7.658
H 0.344 1.485 -7.796
H 3.607 0.344 -9.248
H 4.114 -0.636 -7.867
H 4.107 1.129 -7.752
H 1.478 -0.824 -9.467
H 0.370 -1.037 -8.117
H 1.914 -1.913 -8.155
H 1.008 -1.783 -6.088
H 3.179 1.914 -5.927
H 4.806 2.804 -4.777
H 4.536 3.995 -3.511
H 3.311 3.763 -4.753
H 5.226 1.049 -2.981
H 4.094 0.872 -1.628
H 5.025 2.360 -1.819
H 1.557 3.345 -2.922
H 2.872 3.762 -1.823
H 1.955 2.276 -1.563
*
```

Here are the Mulliken charges for atoms 1 to 8, given in e: 1.079, -1.330, 0.857, 0.545, -0.244, -0.965, -0.761, -0.978

=====

Record 3
A structure of composition C51H53AsCl3HfN4O6SSi at a distorted geometry. Source: the OMol25 dataset; level of theory: ωB97M-V/def2-TZVPD.

Values from the calculation:
Kohn-Sham gap (eV): 7.536
Energy above the lowest of the compared OMol25 structures with the same formula, charge and spin (eV): 1.356
Electronic energy (hartree): -6997.581973

ORCA input file:
```
! RIJCOSX wB97M-V def2-TZVPD def2/J DEFGRID3
* xyz 1 1
Hf 0.254 0.123 -0.472
O 0.990 2.030 5.243
C 0.658 1.441 4.252
C -0.561 1.744 3.374
O -1.549 2.370 3.686
C -0.250 1.111 2.085
C 0.872 0.303 2.194
O 1.311 -0.355 1.139
C 1.432 0.326 3.545
O 2.300 -0.368 4.018
O -0.859 1.245 0.932
Cl -2.208 5.892 3.006
C -1.540 5.746 1.434
C -1.810 6.688 0.449
C -1.279 6.511 -0.812
C -0.478 5.418 -1.137
C -0.058 5.275 -2.590
C -1.234 4.617 -3.365
N -1.582 3.372 -2.745
C -2.565 3.169 -1.822
C -2.356 1.925 -1.303
N -1.240 1.369 -1.880
C -0.816 2.272 -2.749
O 0.178 6.528 -3.184
C 1.524 6.810 -3.544
C 2.521 6.490 -2.469
C 2.496 7.013 -1.204
Cl 1.417 8.189 -0.592
S 3.748 6.367 -0.197
C 4.320 5.402 -1.498
C 3.585 5.564 -2.624
C -0.192 4.508 -0.124
Cl 0.821 3.100 -0.365
C -0.714 4.667 1.148
H -2.424 7.548 0.670
H -1.456 7.238 -1.590
H 0.823 4.628 -2.670
H -0.945 4.454 -4.404
H -2.086 5.296 -3.337
H -3.311 3.902 -1.592
H -2.935 1.399 -0.567
H 0.024 2.139 -3.400
H 1.524 7.880 -3.767
H 1.794 6.260 -4.457
H 5.177 4.778 -1.349
H 3.797 5.074 -3.558
H -0.488 3.951 1.920
C 2.746 2.073 -2.884
Si 2.553 0.416 -1.867
C 4.115 0.498 -0.643
C 5.454 0.739 -1.352
C 4.271 -0.774 0.196
C 3.864 1.669 0.318
C 2.705 -0.938 -3.305
C 2.740 -2.343 -2.702
C 3.936 -0.773 -4.199
C 1.454 -0.820 -4.187
H 3.793 2.239 -3.117
H 2.408 2.954 -2.349
H 2.221 2.027 -3.834
H 5.763 -0.142 -1.908
H 6.222 0.945 -0.607
H 5.419 1.585 -2.032
H 4.494 -1.635 -0.428
H 3.378 -0.983 0.780
H 5.098 -0.649 0.893
H 3.798 2.616 -0.214
H 4.681 1.746 1.034
H 2.944 1.525 0.886
H 3.689 -2.517 -2.201
H 2.637 -3.099 -3.479
H 1.940 -2.473 -1.972
H 4.842 -1.051 -3.669
H 4.042 0.247 -4.552
H 3.855 -1.421 -5.071
H 0.536 -0.811 -3.592
H 1.403 -1.662 -4.877
H 1.484 0.088 -4.786
C -2.189 -3.620 5.474
C -3.248 -3.442 4.602
C -3.044 -2.862 3.362
C -1.769 -2.455 2.979
C -0.710 -2.624 3.867
C -0.921 -3.204 5.106
As -1.341 -1.820 1.143
C -0.579 -3.570 0.671
C 0.768 -3.579 0.315
C 1.426 -4.773 0.070
C 0.744 -5.972 0.191
C -0.587 -5.974 0.574
C -1.244 -4.783 0.825
C -3.195 -1.817 0.486
C -3.817 -2.772 -0.304
C -5.111 -2.572 -0.760
C -5.784 -1.399 -0.465
C -5.176 -0.436 0.327
C -3.897 -0.654 0.807
H -2.354 -4.084 6.434
H -4.240 -3.760 4.885
H -3.884 -2.729 2.689
H 0.289 -2.306 3.586
H -0.096 -3.335 5.786
H 1.318 -2.636 0.274
H 2.471 -4.772 -0.202
H 1.248 -6.906 -0.002
H -1.112 -6.910 0.689
H -2.271 -4.790 1.173
H -3.286 -3.677 -0.571
H -5.597 -3.339 -1.343
H -6.784 -1.242 -0.840
H -5.691 0.483 0.571
H -3.427 0.076 1.463
N -2.904 -2.285 -3.193
C -1.942 -3.250 -3.194
C -0.931 -2.770 -2.419
N -1.261 -1.526 -1.941
C -2.465 -1.279 -2.424
H -3.802 -2.347 -3.650
H -2.051 -4.173 -3.722
H 0.000 -3.242 -2.180
H -3.032 -0.387 -2.246
*
```

Here are the Mulliken charges for atoms 1 to 8, given in e: 1.175, -0.517, -0.031, 0.199, -0.618, 1.296, 0.479, -0.015

=====

Record 4
A cluster of 6 separate species, C51H54Cl3F6NO4PS in total at a distorted geometry. Source: the OMol25 dataset; level of theory: ωB97M-V/def2-TZVPD.

Values from the calculation:
Kohn-Sham gap (eV): 6.148
Electronic energy (hartree): -5050.606236

ORCA input file:
```
! RIJCOSX wB97M-V def2-TZVPD def2/J DEFGRID3
* xyz 1 1
C -1.451 -3.604 3.312
C -1.126 -2.649 2.127
Cl -0.002 -1.416 2.760
C -2.461 -2.086 1.634
C -2.392 -0.897 0.685
C -1.676 -1.032 -0.718
C -2.331 -2.036 -1.705
C -1.945 -1.892 -3.180
F -0.594 -2.005 -3.449
C -0.128 -0.847 -0.710
C 0.764 -2.079 -0.447
O 1.782 -1.920 0.176
Cl 0.430 -3.737 -1.033
C -2.134 0.376 -1.223
Cl -1.532 1.299 -2.529
N -3.076 0.904 -0.542
C -3.621 0.061 0.572
C -4.968 -0.427 -0.058
C -5.615 -1.703 0.476
C -5.695 -1.835 2.016
O -5.084 -2.871 -0.163
C -6.074 -3.871 -0.335
C -6.904 -3.693 -1.600
C -7.895 -4.596 -1.932
C -8.644 -4.407 -3.060
C -8.452 -3.340 -3.899
C -7.447 -2.454 -3.584
C -6.692 -2.642 -2.451
P -3.736 1.378 1.904
O -3.906 0.771 3.373
O -2.245 2.023 1.855
S -5.014 2.722 1.452
H -0.584 -4.233 3.517
H -1.577 -2.957 4.188
H -2.379 -4.156 3.153
H -0.711 -3.295 1.350
H -3.048 -2.931 1.257
H -3.002 -1.757 2.534
H -1.677 -0.221 1.191
H -3.415 -1.879 -1.677
H -2.196 -3.070 -1.378
H -2.343 -0.986 -3.646
H -2.436 -2.716 -3.714
H 0.121 -0.121 0.070
H 0.229 -0.406 -1.646
H -3.422 1.827 -0.810
H -5.699 0.378 0.096
H -4.816 -0.456 -1.139
H -6.662 -1.657 0.144
H -6.688 -2.225 2.260
H -5.658 -0.837 2.462
H -4.985 -2.544 2.438
H -6.699 -4.024 0.554
H -5.524 -4.811 -0.478
H -8.074 -5.455 -1.291
H -9.436 -5.111 -3.300
H -9.062 -3.169 -4.777
H -7.239 -1.597 -4.216
H -5.905 -1.922 -2.251
H -3.357 -0.013 3.538
H -1.939 2.179 2.763
F 1.005 4.711 3.258
C 0.709 5.186 2.033
C -0.039 4.406 1.175
C -0.350 4.894 -0.086
C 0.099 6.149 -0.476
C 0.855 6.918 0.399
C 1.159 6.438 1.665
H -0.372 3.429 1.493
H -0.943 4.295 -0.766
H -0.140 6.527 -1.461
H 1.209 7.894 0.096
H 1.739 7.027 2.363
F 5.560 8.393 1.579
C 5.403 8.003 2.859
C 4.842 6.769 3.122
C 4.683 6.365 4.440
C 5.077 7.203 5.475
C 5.637 8.442 5.193
C 5.806 8.846 3.876
H 4.534 6.134 2.301
H 4.251 5.398 4.658
H 4.949 6.888 6.502
H 5.939 9.095 5.997
H 6.246 9.805 3.635
F -2.457 -3.980 -6.216
C -1.294 -4.673 -6.265
C -0.473 -4.675 -5.158
C 0.717 -5.387 -5.202
C 1.075 -6.076 -6.354
C 0.235 -6.056 -7.461
C -0.962 -5.355 -7.417
H -0.761 -4.127 -4.274
H 1.367 -5.405 -4.336
H 2.006 -6.627 -6.386
H 0.513 -6.589 -8.360
H -1.633 -5.335 -8.267
F 8.121 9.121 6.674
C 9.276 9.467 6.065
C 10.316 9.956 6.829
C 11.504 10.307 6.204
C 11.633 10.174 4.828
C 10.575 9.684 4.076
C 9.387 9.322 4.696
H 10.194 10.060 7.899
H 12.330 10.685 6.792
H 12.559 10.452 4.343
H 10.673 9.583 3.003
H 8.555 8.929 4.128
F 3.301 -8.088 -5.917
C 3.181 -8.463 -4.626
C 2.677 -9.713 -4.332
C 2.559 -10.095 -3.004
C 2.935 -9.222 -1.992
C 3.436 -7.966 -2.307
C 3.565 -7.583 -3.635
H 2.382 -10.376 -5.135
H 2.172 -11.075 -2.758
H 2.838 -9.521 -0.956
H 3.726 -7.283 -1.519
H 3.962 -6.611 -3.902
*
```

Here are the Mulliken charges for atoms 1 to 8, given in e: -1.420, 0.650, -0.133, -1.544, -0.105, 0.671, 0.604, -0.901

=====

> What is the electronic energy in the first record?

-3129.533902 hartree

=====

> Which value of electronic energy does entry 1 give?

-3129.533902 hartree